The following is a quantum chemistry calculation of a 3-piece molecular cluster, C4H4N2O3 overall at a distorted geometry, from the OMol25 dataset.

Geometry (Å):
H1 -0.257 1.781 -3.448
H2 0.321 -0.214 2.113
C1 -3.782 -2.534 0.643
C2 1.467 1.833 -2.159
O1 -3.325 0.787 1.008
H3 0.930 0.069 0.461
C3 0.130 -0.383 1.049
H4 0.101 -1.456 0.852
C4 -2.216 0.454 0.917
O2 -2.761 -2.703 0.153
N1 -1.088 0.213 0.653
O3 -4.808 -2.393 1.124
N2 0.550 1.797 -2.866

Forces on atoms 1 to 3 (eV/Å):
-0.07 -0.01 -0.06
0.06 -0.04 -0.12
-0.12 -0.10 -0.04

The HOMO-LUMO gap comes out at 10.819 eV. For the strongest force on any atom, the calculation gives 0.0360 Eh/bohr. The LUMO energy is 0.46 eV. As for the molecular weight: 128.09 g/mol. The value obtained for the energy above the lowest of the compared OMol25 structures with the same formula, charge and spin is 27.56 kcal per mole. The value obtained for the HOMO energy is -0.3807 Ha. The value obtained for the total energy is -13334.6663 eV.



The following is a quantum chemistry calculation of C9H17B3I2O6 as an isolated structure at a distorted geometry, from the OMol25 dataset.

Geometry (Å):
H1 1.371 -4.505 1.547
H2 3.474 -1.759 1.697
H3 -0.059 -4.644 0.551
H4 3.866 -3.175 -0.032
H5 -3.313 4.722 -2.230
C1 3.810 -0.966 1.021
O1 2.313 0.915 0.031
H6 -3.428 5.620 -0.699
H7 -4.585 1.722 -0.068
H8 4.174 -0.154 1.648
C2 -0.556 -1.844 0.466
B1 1.158 1.262 -0.653
H9 0.992 -2.129 1.947
I1 -1.070 -3.280 3.131
O2 4.912 -1.394 0.233
C3 -4.660 3.800 -0.772
H10 -4.988 4.066 0.233
I2 -1.978 -0.555 1.437
H11 1.035 2.325 -1.154
H12 -4.106 1.929 -1.762
C4 4.681 -2.600 -0.469
H13 5.598 -3.180 -0.461
C5 -2.286 3.796 -0.609
H14 -5.507 3.917 -1.444
B2 2.609 -0.419 0.145
C6 0.739 -3.968 0.844
H15 -1.112 -2.499 -0.200
C7 0.199 -2.712 1.489
H16 1.345 -3.725 -0.027
O3 -2.716 2.535 -0.368
B3 0.455 -0.909 -0.318
O4 0.136 0.349 -0.774
O5 1.763 -1.306 -0.529
C8 -3.434 4.632 -1.150
O6 -1.156 4.133 -0.428
H17 4.413 -2.390 -1.506
C9 -4.087 2.387 -0.770

Forces on atoms 1 to 3 (eV/Å):
0.06 -0.07 0.04
-0.01 -0.19 0.01
-0.16 0.03 -0.09

The HOMO-LUMO gap comes out at 8.457 eV. For the strongest force on any atom, the calculation gives 0.0225 Eh/bohr. The LUMO energy is 0.10 eV. As for the molecular weight: 507.47 g/mol. The value obtained for the HOMO energy is -0.3071 Ha. The value obtained for the total energy is -40130.6536 eV.



The following is a quantum chemistry calculation of C18H23KO9PS as an isolated structure at a distorted geometry, from the OMol25 dataset.

Geometry (Å):
C1 3.178 1.782 -3.631
K1 -1.087 -0.806 -0.325
C2 -5.706 -1.674 -0.549
O1 1.470 -0.244 -0.091
O2 -3.422 -0.647 1.115
H1 1.963 -0.363 2.196
C3 2.516 0.560 2.306
H2 -2.944 0.131 2.979
C4 -3.695 -0.507 2.513
H3 4.586 0.604 -0.253
H4 5.158 1.450 -4.406
H5 -1.830 -3.622 1.840
O3 -5.625 -0.291 -0.101
H6 4.314 2.265 4.626
C5 -3.391 0.719 -2.373
O4 -1.445 -5.363 -1.080
O5 0.941 3.264 -0.238
C6 3.297 2.635 1.409
H7 1.320 2.041 -2.615
H8 3.056 0.144 4.339
C7 -2.176 -4.433 1.199
C8 0.661 2.058 -0.265
S1 -1.812 -4.086 -0.503
C9 2.840 1.299 -1.289
H9 -1.690 -5.354 1.516
H10 4.446 3.860 2.727
H11 -4.398 1.103 -2.553
H12 2.776 2.126 -4.577
H13 -2.678 1.539 -2.279
O6 -0.710 -3.105 -0.469
C10 3.133 0.852 3.523
C11 4.514 1.403 -3.537
H14 -3.252 -4.544 1.330
H15 6.047 0.681 -2.226
H16 -5.042 -2.302 0.039
O7 -0.452 1.501 -0.433
H17 -3.113 0.062 -3.194
H18 3.337 3.345 0.595
P1 -4.217 0.431 0.125
O8 -3.369 -0.088 -1.186
O9 -3.025 -3.458 -1.035
H19 -6.747 -1.965 -0.441
C12 2.353 1.731 -2.521
C13 3.833 2.033 3.683
H20 -5.389 -1.731 -1.587
C14 4.174 0.925 -1.204
C15 2.593 1.442 1.240
C16 5.008 0.973 -2.316
H21 -3.646 -1.509 2.937
C17 3.910 2.925 2.616
H22 -4.689 -0.093 2.689
H23 2.233 -0.827 -0.168
C18 1.894 1.129 -0.099

Forces on atoms 1 to 3 (eV/Å):
0.10 -0.02 -0.03
0.00 0.08 0.10
0.15 0.44 0.07

The HOMO-LUMO gap comes out at 8.232 eV. For the strongest force on any atom, the calculation gives 0.0294 Eh/bohr. Its charge is -1. The LUMO energy is 2.31 eV. As for the molecular weight: 485.51 g/mol. The value obtained for the energy above the lowest of the compared OMol25 structures with the same formula, charge and spin is 9.04 kcal per mole. The value obtained for the HOMO energy is -0.2177 Ha. The value obtained for the total energy is -73921.1410 eV.



The following is a quantum chemistry calculation of a 2-piece molecular cluster, C2H7N3O2 overall at a distorted geometry, from the OMol25 dataset.

Geometry (Å):
N1 -1.450 0.495 -2.368
H1 -2.219 0.365 -2.929
H2 -1.217 0.332 2.177
H3 1.350 -1.750 1.870
H4 0.838 -1.624 -2.034
O1 1.293 -0.828 1.960
H5 -0.339 1.543 0.565
N2 0.441 -0.953 -2.554
N3 0.223 -0.420 1.077
C1 -0.544 -0.265 -2.405
C2 0.554 1.009 0.850
H6 0.761 1.491 1.785
H7 1.269 1.183 0.059
O2 -0.959 -0.577 1.947

Forces on atoms 1 to 3 (eV/Å):
-0.39 2.50 1.49
-2.18 -0.27 -1.26
0.01 -0.26 0.20

The HOMO-LUMO gap comes out at 10.672 eV. For the strongest force on any atom, the calculation gives 0.0818 Eh/bohr. As for the SMILES: CN(O)O.N=C=N. The LUMO energy is 0.87 eV. As for the molecular weight: 105.10 g/mol. The value obtained for the energy above the lowest of the compared OMol25 structures with the same formula, charge and spin is 130.06 kcal per mole. The value obtained for the HOMO energy is -0.3602 Ha. The value obtained for the total energy is -10748.4358 eV.



The following is a quantum chemistry calculation of one molecule with the formula C23H20F2N2O5S, from the OMol25 dataset.

Geometry (Å):
H1 2.460 -2.804 -0.429
C1 0.671 -1.281 -2.362
C2 2.333 3.711 -2.988
F1 1.660 5.492 -4.373
H2 1.218 5.775 0.090
C3 1.394 5.708 -2.030
H3 2.194 3.475 0.378
C4 -2.288 -1.975 -0.184
H4 -5.421 -1.943 0.339
N1 2.171 0.616 -2.475
H5 2.657 3.142 -3.843
H6 0.524 1.682 -0.737
C5 0.250 0.682 -1.031
C6 -0.435 -1.889 -1.812
H7 -5.284 -0.501 1.364
C7 -0.025 -0.624 2.607
H8 0.667 -4.011 0.935
H9 -1.996 -1.058 4.409
C8 1.394 -2.023 1.253
C9 -3.741 -1.965 1.684
H10 -0.719 -2.890 -2.097
C10 -0.683 -2.883 2.134
H11 -1.379 -3.700 2.247
C11 1.531 5.184 -0.756
H12 -1.454 0.586 0.253
C12 1.132 -0.808 1.873
C13 -1.195 -1.230 -0.847
O1 -2.628 -3.093 -0.485
C14 2.652 -2.216 0.466
O2 -4.308 -1.442 3.961
H13 -0.224 0.325 3.084
C15 -3.428 -1.602 3.142
N2 -2.127 -1.446 3.483
O3 3.093 1.179 -0.147
C16 -0.951 -1.655 2.728
H14 -5.848 -2.022 2.063
H15 2.697 0.070 -3.142
S1 3.175 1.569 -1.522
F2 0.874 6.930 -2.187
C17 1.795 4.976 -3.147
H16 3.074 -1.254 0.185
O4 -2.819 -1.282 0.832
C18 1.037 0.002 -1.956
H17 1.836 0.002 1.759
C19 2.068 3.917 -0.598
C20 -5.174 -1.582 1.334
H18 -3.609 -3.047 1.544
C21 0.475 -3.056 1.400
O5 4.442 1.543 -2.182
C22 -0.853 0.067 -0.476
H19 3.389 -2.750 1.066
C23 2.456 3.198 -1.712
H20 1.271 -1.798 -3.097

Forces on atoms 1 to 3 (eV/Å):
0.04 -0.03 -0.09
0.15 0.18 -0.07
-0.12 0.37 -0.14

The HOMO-LUMO gap comes out at 8.766 eV. For the strongest force on any atom, the calculation gives 0.0188 Eh/bohr. As for the SMILES: Cc1ccc(NC(=O)[C@@H](C)OC(=O)c2ccc(NS(=O)(=O)c3ccc(F)c(F)c3)cc2)cc1. The LUMO energy is 0.08 eV. As for the molecular weight: 474.48 g/mol. The value obtained for the HOMO energy is -0.3194 Ha. The value obtained for the total energy is -53664.2925 eV.



The following is a quantum chemistry calculation of C8H6 as an isolated structure at a distorted geometry, from the OMol25 dataset.

Geometry (Å):
C1 0.690 -1.325 0.810
H1 1.645 -1.269 1.426
H2 0.777 -2.257 0.231
H3 -0.225 1.808 0.936
C2 -1.176 0.132 1.955
H4 1.375 -0.509 -2.016
C3 -0.604 0.101 -1.327
H5 -2.595 0.969 -0.792
C4 0.860 0.222 -1.446
C5 -1.485 0.855 -0.538
C6 -0.357 -0.818 1.676
H6 1.290 1.235 -1.658
C7 0.485 -0.048 -0.011
C8 -0.681 0.904 0.754

Forces on atoms 1 to 3 (eV/Å):
1.89 0.46 0.79
-0.65 -0.01 -1.06
-1.07 0.12 0.39

The HOMO-LUMO gap (alpha / beta) comes out at 7.949 / 7.950 eV. For the strongest force on any atom, the calculation gives 0.0636 Eh/bohr. The LUMO energy (alpha / beta) is -0.09 / -0.09 eV. As for the molecular weight: 102.14 g/mol. The value obtained for the energy above the lowest of the compared OMol25 structures with the same formula, charge and spin is 142.44 kcal per mole. The value obtained for the HOMO energy (alpha / beta) is -0.2955 / -0.2955 Ha. The value obtained for the total energy is -8383.0578 eV.